No. 1
ORCA calculation (wB97M-V/def2-TZVPD) on C32H37GeLiN6O2 as an isolated structure.

```
! wB97M-V def2-TZVPD RIJCOSX def2/J DEFGRID3
* xyz -2 1
Ge -5.10036 -0.44870 0.02846
O 6.65825 -0.34729 0.22869
O 5.80880 -2.36314 0.46957
N 1.01011 2.55951 -0.09994
N -0.93479 -0.20779 -2.10352
N 5.64486 -1.11529 0.29930
N -0.63753 0.08604 1.84127
N 0.74431 -1.90689 0.21161
N 1.38560 0.29188 -0.46449
C 2.75166 0.19105 -2.51157
C -5.16918 1.52459 -0.21161
C -6.17457 -0.68712 1.70236
C 2.90906 -0.05182 -3.86774
C -1.35556 -0.99883 2.54364
C 0.67277 0.17167 2.45237
C -3.30989 -1.12571 0.00790
C 2.63354 4.10334 0.68477
C 0.38324 -0.20188 -2.67601
C 2.98773 -0.13612 3.96392
C 0.77781 0.73080 3.72462
C 2.90230 -0.65622 2.68206
C -6.42100 -1.05097 -1.35583
C -1.89166 -1.04122 -2.82823
C 0.97431 -3.04479 -0.41287
C 3.30443 -2.64797 -0.65369
C 3.24842 1.76147 0.35706
C 1.35155 3.79832 0.24368
C 4.29950 0.80888 0.42122
C 1.93425 0.60749 4.47485
C 1.82254 -0.94497 0.39315
C -1.43733 1.31297 1.87819
C -1.47919 1.14901 -1.95985
C 1.80860 -0.39793 -4.63148
C 3.56096 3.09062 0.73979
C 0.55715 -0.45355 -4.03683
C 3.20164 -1.44242 -0.00871
C 1.89144 1.56951 -0.05380
C 1.50893 0.09567 -1.88543
C 4.34977 -0.56908 0.20953
C 1.78654 -0.45620 1.86877
C 2.19694 -3.48250 -0.88551
Li -0.77779 -0.67894 -0.06168
H 1.99873 1.05826 5.45871
H -2.31058 -1.16659 2.04491
H -5.74290 -0.10994 2.52494
H 0.57289 4.55279 0.17410
H 2.29812 -4.43162 -1.39368
H -1.67352 1.64454 2.90104
H 4.27944 -2.97322 -0.98260
H -0.30367 -0.69105 -4.64630
H 0.09008 -3.67249 -0.54510
H 1.91197 -0.61033 -5.68964
H 3.88778 -0.29339 4.54671
H -6.20280 1.87751 -0.13319
H -0.76131 -1.91127 2.48518
H -0.90927 2.10854 1.35294
H -2.37914 1.10389 1.36588
H 2.89073 5.11690 0.97080
H 5.25650 1.22527 0.69986
H -2.76012 -1.17872 -2.18498
H -6.14948 -0.66056 -2.34127
H 3.61889 0.45492 -1.92152
H -3.41098 -2.23150 0.01084
H -7.41788 -0.67900 -1.09819
H -0.80129 1.76912 -1.37486
H 4.57521 3.29160 1.06728
H -2.44097 1.07419 -1.44546
H -2.21449 -0.57913 -3.77448
H -7.19771 -0.33797 1.52959
H -1.63456 1.61145 -2.94882
H -4.78336 1.81393 -1.19368
H -4.57124 2.04014 0.54551
H -1.45101 -2.01682 -3.03770
H -1.52429 -0.74193 3.60110
H -6.21113 -1.73627 2.00875
H -0.07771 1.23917 4.15332
H -6.46492 -2.14172 -1.42551
H 3.73955 -1.21970 2.28861
H 3.89634 0.00556 -4.31110
*
```

Values from the calculation:
HOMO energy (spin up / spin down) = 0.00681 / -0.02915 hartree
HOMO-LUMO gap (spin up / spin down) = 0.15355 / 0.18952 Eh
DFT total energy = -3804.88766 Eh
LUMO (spin up / spin down) = 4.3635 / 4.3638 eV

Mulliken population analysis, charges in e, atoms 1 to 8:
1 Ge 0.451
2 O -0.873
3 O -0.830
4 N -0.308
5 N 1.650
6 N 1.195
7 N 1.602
8 N -0.602

---

No. 2
ORCA calculation (wB97M-V/def2-TZVPD) on a 2-piece molecular cluster, C32H37O9S2 overall in a non-equilibrium geometry.

```
! wB97M-V def2-TZVPD RIJCOSX def2/J DEFGRID3
* xyz -1 1
S 2.62239 0.02745 -0.63317
S 0.78190 2.29429 -0.74651
O -1.93507 -2.52279 2.93958
O 1.42287 2.65830 -2.00621
O -1.41372 0.83670 1.43518
O -5.06361 1.41858 -2.92260
O -0.61520 2.64518 -0.57828
O 3.26660 1.09141 0.10573
O 2.78989 -1.33994 -0.17026
O -1.85430 -3.76505 1.07216
O -3.02810 -0.68741 1.02374
C 1.81783 2.92683 1.79538
C -2.51618 1.64480 1.93988
C 1.20104 -2.71294 2.25491
C 3.56023 -1.30206 -2.81223
C 2.58160 3.71980 2.65983
C -0.13023 -0.40283 -0.98338
C -1.83207 -0.41879 1.17229
C -1.59817 -2.63995 1.76901
C 3.21498 4.87662 2.19153
C 1.71404 3.28383 0.45221
C -2.57472 -4.68693 1.90879
C 3.36479 -0.03488 -2.25584
C -2.68510 2.93974 1.22626
C 4.39774 0.99020 -4.17574
C 4.17021 -1.41920 -4.05799
C 1.15890 -2.38243 3.73875
C -5.10271 2.57133 -3.80662
C 3.07817 5.23724 0.84891
C -3.75125 -0.37554 -2.02110
C 2.32070 4.44890 -0.02111
C 0.57101 -1.62454 1.35986
C -2.72127 -6.03865 1.26718
C -3.83604 0.88138 -2.68403
C -1.42917 1.06939 -2.52900
C -1.35597 -0.05190 -1.68920
C -2.63424 1.54468 -3.01757
C 4.57138 -0.27207 -4.75149
C -2.52848 -0.84461 -1.59821
C 3.80220 1.11258 -2.91752
C -0.84129 -1.53133 1.05755
C 1.97622 -3.40039 4.52766
C 0.90520 0.48669 -0.73746
H -4.66588 -0.92099 -1.79321
H -3.33518 -6.62633 1.95108
H -6.16614 2.73859 -3.96780
H -2.44340 -1.84571 -1.17632
H -0.51668 1.56077 -2.85039
H -3.22250 -6.03284 0.29883
H 1.98532 -3.13859 5.58745
H 3.79569 5.50401 2.87349
H -2.62645 2.47460 -3.58896
H -1.75921 -6.54718 1.18463
H -2.01995 -4.80698 2.84765
H 4.71445 1.89009 -4.70590
H -1.77918 3.55101 1.26325
H 0.99938 -0.63957 1.58142
H -3.55224 -4.24091 2.13628
H 0.11397 -1.46250 -1.06359
H 0.10386 -2.38035 4.05111
H 4.31082 -2.41631 -4.47467
H -2.97195 2.76541 0.18179
H -2.32308 1.77787 3.00746
H 1.55034 -1.36562 3.88753
H 3.00986 -3.44134 4.16418
H -4.59758 2.35777 -4.76301
H -3.51250 3.47195 1.71129
H 5.00126 -0.36640 -5.74961
H 2.25015 -2.80120 1.92424
H 0.94561 -1.96801 0.39570
H 3.66264 2.09117 -2.46688
H 3.55092 6.13843 0.45891
H 1.31391 2.02997 2.15321
H 0.73245 -3.69126 2.05933
H 3.24207 -2.18700 -2.26793
H 2.68125 3.43078 3.70600
H -3.42669 1.05916 1.80425
H 2.22517 4.72229 -1.07046
H 1.53022 -4.39451 4.41863
H -4.64372 3.45804 -3.33981
*
```

Values from the calculation:
HOMO energy = -0.13107 hartree
HOMO-LUMO gap = 0.22753 Eh
DFT total energy = -2715.00167 Eh
LUMO = 2.6247 eV

Mulliken population analysis, charges in e, atoms 1 to 8:
1 S 1.340
2 S 1.345
3 O -0.647
4 O -0.710
5 O -0.023
6 O -0.463
7 O -0.583
8 O -0.672

---

No. 3
ORCA calculation (wB97M-V/def2-TZVPD) on C32H38AgN9OSi2 as an isolated structure in a non-equilibrium geometry.

```
! wB97M-V def2-TZVPD RIJCOSX def2/J DEFGRID3
* xyz 0 1
Ag 0.90346 -0.66446 1.40887
Si -1.16962 -0.68923 4.11727
Si 1.52133 1.00340 4.13125
O -0.40294 -0.20293 -4.71758
N 4.43534 0.47404 -0.83631
N -0.36522 -2.03528 -0.00575
N -0.68651 1.44041 1.08051
N -1.44386 -3.91901 -0.66964
N -1.71198 0.92542 -6.19704
N 2.78947 -0.60366 0.26199
N 3.90433 -0.57005 -1.62779
N -2.20062 -2.81603 -0.96068
N -0.34073 1.26097 -6.44552
C 4.44504 -0.77057 -2.98747
C -1.24574 2.64655 3.06343
C 2.33843 -0.04228 -4.29379
C -0.36642 -3.39891 -0.11510
C -1.73203 0.08648 -5.21712
C -1.83677 3.56618 0.91703
C -0.03214 0.48275 3.21968
C -0.68508 1.52868 2.44040
C -4.94496 -1.74024 -3.22681
C -3.44993 -2.97218 -1.63627
C -2.86394 -0.56637 -4.55065
C 2.79397 -0.37899 4.43221
C -3.62560 -1.98344 -2.80629
C -5.20597 -0.92736 -4.32684
C 0.34862 0.65833 -5.52667
C -2.53324 -1.41048 -3.51352
C 3.75324 0.34251 0.26620
C -1.81871 3.68099 2.29867
C -0.33851 -2.32441 4.51446
C -2.68472 -1.12253 3.04562
C 3.80321 2.06294 -5.46100
C -1.53941 -1.69229 -0.53089
C 2.50105 1.86021 -5.86590
C -4.15606 -0.32753 -5.00510
C 1.15295 1.78661 5.84447
C -1.25967 2.38789 0.36405
C -1.73866 0.10650 5.76294
C 1.79208 0.83754 -5.26122
C 2.39127 2.40390 3.13829
C 4.41636 1.18397 -4.56988
C 3.72998 0.10663 -3.99260
C 2.87122 -1.12714 -0.94998
H 5.47172 1.33236 -4.34977
H 5.51343 -0.50189 -2.97325
H -2.30071 4.31559 0.31055
H -1.49020 -1.59550 -3.27324
H -3.29886 -0.25293 2.76774
H -3.55840 -3.99488 -2.01643
H -0.20273 -2.88950 3.58788
H -2.62521 -0.44725 6.09607
H -2.07050 1.15187 5.67638
H -0.96798 0.05459 6.53072
H -2.35643 -1.56947 2.10581
H -6.22475 -0.81637 -4.68266
H 0.43148 -4.02779 0.30340
H 3.35238 2.52849 3.59656
H 3.71214 0.13533 4.75494
H 4.37764 2.86470 -5.91267
H -4.28953 0.33238 -5.85009
H 0.08816 2.05162 5.89349
H 0.65517 -2.25861 4.95879
H 3.97649 0.92441 1.14149
H -1.26227 2.22310 -0.73112
H -3.32361 -1.86994 3.57066
H 1.44722 1.08265 6.63784
H 2.04738 2.41077 -6.69390
H -1.91044 -0.67484 -0.66905
H -4.25679 -2.79488 -0.90458
H 3.02016 -0.96191 3.53245
H 4.29162 -1.83555 -3.19100
H 1.69973 2.69883 5.94291
H 2.49942 -1.06509 5.24569
H -0.96980 -2.93616 5.16835
H 1.83948 3.35272 3.26051
H -2.21385 4.56598 2.80696
H 2.28272 -1.97087 -1.31235
H -1.30334 2.69729 4.15561
H -5.78584 -2.19636 -2.67997
H 1.68017 -0.85098 -3.87354
H 2.51242 2.24058 2.05892
*
```

Values from the calculation:
HOMO energy = -0.24177 hartree
HOMO-LUMO gap = 0.22717 Eh
DFT total energy = -2536.22037 Eh
LUMO = -0.3973 eV

Mulliken population analysis, charges in e, atoms 1 to 8:
1 Ag -0.447
2 Si 0.217
3 Si 1.064
4 O -0.199
5 N -0.871
6 N 0.617
7 N 0.269
8 N -1.089

---

No. 4
ORCA calculation (wB97M-V/def2-TZVPD) on C32H38AsMoN6O9S3 as an isolated structure in a non-equilibrium geometry.

```
! wB97M-V def2-TZVPD RIJCOSX def2/J DEFGRID3
* xyz 3 1
Mo -0.07314 -0.09136 0.56972
As 0.88259 2.14018 2.78815
S -1.13435 2.82067 0.44732
S -2.23113 -1.37311 0.42728
S 0.23194 0.08051 -2.17275
O 2.52274 2.50653 3.15059
O 1.85070 -2.69698 6.86232
O -1.28317 1.41238 1.20119
O 0.24322 2.83979 -0.01154
O -0.85684 0.57148 -1.20653
O -2.16294 3.06382 -0.50367
O 0.27849 1.28367 4.03489
O 1.19303 0.85021 1.47471
O -0.11735 -1.15817 -2.79045
N -3.63399 -0.64456 -1.81247
N -0.15986 -0.97422 2.39481
N 0.64599 -1.53209 4.63265
N 0.71042 -2.25911 0.29221
N -3.04975 -2.84729 -1.55410
N 1.27685 -0.15013 -0.91778
C 1.18209 2.48064 -2.97629
C 0.91643 -4.58798 0.73551
C -3.49179 -3.21111 -3.99794
C -2.99719 -1.58009 -1.15624
C 2.25430 -1.17537 -1.06866
C 2.62706 -3.50309 -0.54668
C 3.83509 -3.43196 -1.29178
C 3.40366 -1.10272 -1.78649
C 0.80417 -3.38963 6.20678
C -3.26912 1.63185 -2.70797
C 2.63886 -1.92627 5.96817
C 0.24853 -3.36895 0.84202
C -3.75921 0.80283 -1.52925
C -3.98643 -3.38649 -2.56366
C -0.15047 -2.42586 5.54240
C 1.66373 3.28710 -3.97799
C 0.75080 1.19017 -3.33116
C 1.87001 -2.34248 -0.42644
C 2.26019 3.73333 -6.39179
C -1.16963 3.94377 1.75679
C 4.21292 -2.26268 -1.88157
C -0.00352 4.62556 3.76671
C 1.28924 1.54458 -5.62078
C 2.11356 -4.65853 0.06369
C -0.12997 3.78403 2.68679
C 0.80530 0.70317 -4.65100
C 1.72576 2.84210 -5.30936
C 1.81369 -0.85652 5.28745
C -1.95738 5.82389 2.95721
C 0.19693 -1.17773 3.48858
C -2.10104 4.95212 1.88533
C -0.92768 5.66648 3.87605
H 3.70526 -0.17635 -2.26807
H 3.11978 -2.57174 5.22457
H -4.95659 -2.91458 -2.40987
H -2.66322 6.63616 3.08192
H -2.54096 -3.50551 -0.99200
H -4.07517 -0.93860 -2.66966
H -0.67447 -3.29717 1.39377
H 1.12585 2.82956 -1.95434
H 2.65909 -5.59410 0.00412
H 1.42361 -0.14820 6.01032
H -4.30656 -3.42824 -4.69046
H -3.20700 1.02610 -0.62904
H -2.27095 1.31873 -3.01783
H 2.81369 4.57738 -5.98653
H 0.47672 -5.46592 1.18977
H 3.40445 -1.43735 6.55994
H 1.43296 4.12763 -6.99082
H -0.90881 -2.95282 4.96887
H -2.67273 -3.89948 -4.21501
H -3.13224 -2.19477 -4.20107
H 5.13979 -2.20822 -2.43942
H 4.45531 -4.31627 -1.38059
H 1.34682 1.19400 -6.64785
H -4.10843 -4.44052 -2.33742
H -3.94360 1.54562 -3.56446
H 2.93137 3.19007 2.59636
H -4.80729 1.01183 -1.33993
H 0.76686 4.48203 4.50556
H 2.00818 4.28622 -3.73574
H -0.84754 6.34948 4.71088
H 2.39529 -0.31964 4.55199
H -0.63024 -1.79411 6.28722
H -2.91155 5.04920 1.17212
H 0.48210 -0.30450 -4.88550
H 0.26451 -3.94772 6.96474
H 1.20969 -4.09158 5.46665
H 2.90569 3.17600 -7.07305
H -3.21206 2.68100 -2.41512
*
```

Values from the calculation:
HOMO energy = -0.60739 hartree
HOMO-LUMO gap = 0.20218 Eh
DFT total energy = -5745.49416 Eh
LUMO = -11.0263 eV

Mulliken population analysis, charges in e, atoms 1 to 8:
1 Mo 0.394
2 As 1.188
3 S 1.774
4 S -0.243
5 S 2.830
6 O -0.594
7 O -0.353
8 O -0.672

---

No. 5
ORCA calculation (wB97M-V/def2-TZVPD) on C32H38BCeClN7O2S9 as an isolated structure in a non-equilibrium geometry.

```
! wB97M-V def2-TZVPD RIJCOSX def2/J DEFGRID3
* xyz -2 2
Ce 0.29082 -0.56282 -0.07528
Cl 1.26848 -0.15306 -7.78062
S -2.11675 -1.02472 -1.50612
S 2.80707 -1.02677 1.02261
S -0.31287 -0.58879 3.23412
S -2.44129 2.70097 -0.09140
S 0.06122 -3.24825 0.70767
S 4.27504 -3.48118 1.71706
S 2.03228 -5.27561 1.53221
S 4.67549 -6.33706 2.45273
S 2.32996 2.10621 -0.01197
O 0.07761 1.10045 -1.72614
O 1.36086 -1.29883 -2.06093
N -4.14224 -2.15678 0.05059
N -3.78443 2.53362 2.28361
N 1.77642 0.57455 4.58103
N 1.51661 4.69735 -0.27160
N -1.57615 2.60678 2.42032
N 0.71916 1.87844 3.14903
N 0.46031 3.53556 1.27805
C 2.34877 1.82573 4.62985
C -6.12822 2.11828 2.88397
C 1.92641 -1.89756 -4.26227
C -3.26236 -1.70506 -0.55148
C -3.42579 2.52205 3.61490
C 1.69501 2.61981 3.75575
C 1.90476 -1.63062 -5.59807
C 3.70988 -5.10642 1.92841
C 2.11719 6.48677 -1.83343
C 0.70325 0.16797 -3.82310
C 0.61660 5.53052 0.35499
C -0.02128 4.81570 1.30432
C 1.68757 -3.58822 1.13865
C 0.78064 0.61904 3.64876
C 1.10392 -1.07940 6.24381
C -4.97819 0.80037 1.09696
C -5.55224 3.23436 0.73682
C -2.62540 2.57943 1.55407
C 2.62744 -1.69157 4.33221
C -2.08092 2.57236 3.69294
C 2.23562 -0.60362 5.32736
C 0.07603 1.11334 -2.95783
C 3.81169 4.81100 -1.09606
C 0.68588 0.40773 -5.20835
C 1.33208 -1.02182 -3.29010
C 2.75044 -2.74056 1.23990
C 1.90003 4.12333 -2.60253
C 1.40314 3.46248 0.30586
C 1.28157 -0.46708 -6.06890
C 3.44771 -0.22960 6.18488
C 2.33372 5.02239 -1.44075
C -5.10196 2.17807 1.74941
B -0.14909 2.31355 1.96625
H 4.43501 5.00410 -1.96591
H 2.08565 3.08189 -2.35740
H -5.94363 0.42993 0.76625
H 2.42115 7.15433 -1.02929
H 3.31745 -1.28754 3.59499
H 2.40404 -2.79619 -3.89552
H -6.49203 2.93076 0.28170
H -4.31676 0.83878 0.23614
H 4.27117 0.12357 5.56806
H 0.20790 -1.25504 5.65441
H 3.78614 -1.11092 6.72399
H 3.17149 2.06758 5.26618
H 1.39157 -2.00830 6.73178
H 1.07656 6.67315 -2.08871
H 1.85012 3.64941 3.50490
H 3.10173 -2.52960 4.83554
H -0.78994 5.11960 1.98596
H -6.19705 3.07628 3.39919
H 1.74371 -2.04727 3.80893
H -1.44035 2.57333 4.55262
H 2.72416 6.70895 -2.70735
H 0.83439 4.24416 -2.78454
H -5.88028 1.33509 3.59697
H 0.49416 6.55674 0.08765
H -4.79918 3.34295 -0.03914
H -7.10039 1.88927 2.45316
H 3.96625 3.78730 -0.76729
H 2.44647 4.37493 -3.50860
H -0.44804 1.94481 -3.47379
H 4.10808 5.48361 -0.29303
H -0.19559 1.36994 1.14918
H 0.89125 -0.32855 7.00490
H 0.20165 1.29876 -5.58251
H 3.18172 0.53301 6.91583
H -5.69203 4.19638 1.22863
H 2.35620 -2.30810 -6.30925
H -4.55898 0.08156 1.79795
H -4.14090 2.48922 4.40886
*
```

Values from the calculation:
HOMO energy (spin up / spin down) = -0.05400 / -0.05418 hartree
HOMO-LUMO gap (spin up / spin down) = 0.18941 / 0.18959 Eh
DFT total energy = -6320.26429 Eh
LUMO (spin up / spin down) = 3.6845 / 3.6846 eV

Mulliken population analysis, charges in e, atoms 1 to 8:
1 Ce -0.308
2 Cl -0.288
3 S -0.429
4 S -0.555
5 S -0.422
6 S -0.440
7 S -0.515
8 S -0.070

---

In order of appearance, energy above the lowest of the compared OMol25 structures with the same formula, charge and spin = 247.5, 156.1, 0.0, 107.5, 36.4 kJ/mol.